[1]
{
  "formula": "C20H24Cl2N2O2",
  "method": "ωB97M-V with the def2-TZVPD basis set",
  "multiplicity": 1,
  "total_charge": 0,
  "species": ["Cl", "C", "C", "C", "C", "C", "C", "H", "O", "C", "C", "N", "C", "C", "N", "C", "C", "O", "C", "C", "C", "C", "C", "C", "H", "H", "H", "Cl", "H", "H", "H", "H", "H", "C", "C", "H", "H", "H", "H", "H", "H", "H", "H", "H", "H", "H", "H", "H", "H", "H"],
  "coordinates": [[5.7633, -4.3709, -1.4680], [4.7189, -3.2020, -2.2011], [5.2657, -2.1079, -2.8449], [4.4065, -1.1871, -3.4252], [3.0407, -1.3574, -3.3583], [2.4951, -2.4658, -2.7038], [3.3492, -3.3964, -2.1193], [2.9773, -4.2688, -1.6076], [1.1425, -2.5450, -2.7191], [0.4803, -3.5419, -1.9674], [0.4879, -3.2754, -0.4457], [-0.3124, -2.1730, 0.0271], [-1.7407, -2.3185, -0.1583], [-2.4550, -1.2521, 0.6673], [-2.0468, 0.0637, 0.2110], [-2.7867, 1.1237, 0.8672], [-2.6077, 2.4628, 0.1386], [-1.4492, 3.1746, 0.5245], [-1.4092, 3.7975, 1.7287], [-2.4740, 3.8922, 2.6196], [-2.3001, 4.5792, 3.8107], [-1.0973, 5.1729, 4.1441], [-0.0424, 5.0726, 3.2500], [-0.1896, 4.3955, 2.0586], [0.6249, 4.3134, 1.3570], [0.9047, 5.5297, 3.4919], [-0.9882, 5.6992, 5.0782], [-3.6369, 4.6859, 4.9042], [-3.4327, 3.4467, 2.4104], [-3.4970, 3.0900, 0.2684], [-2.4718, 2.2650, -0.9271], [-2.4896, 1.2373, 1.9251], [-3.8462, 0.8566, 0.8358], [-0.6099, 0.2045, 0.3771], [0.1080, -0.8652, -0.4383], [1.1871, -0.7697, -0.2975], [-0.1236, -0.7153, -1.5042], [-0.3077, 1.1918, 0.0280], [-0.3238, 0.1021, 1.4393], [-3.5351, -1.3521, 0.5338], [-2.2146, -1.4041, 1.7342], [-2.0442, -3.3112, 0.1830], [-2.0413, -2.1941, -1.2122], [1.5161, -3.0872, -0.1236], [0.1310, -4.1818, 0.0527], [0.9065, -4.5313, -2.1718], [-0.5462, -3.5295, -2.3413], [2.3654, -0.6469, -3.8071], [4.8140, -0.3267, -3.9334], [6.3346, -1.9794, -2.8915]],
  "forces_ev_per_angstrom": [[0.1, -0.1, 0.1], [0.0, 0.3, -0.2], [0.1, -0.1, 0.1], [-0.1, -0.1, 0.0], [-0.2, -0.1, 0.1], [0.3, 0.1, -0.1], [-0.3, -0.1, 0.0], [0.0, -0.1, 0.1], [0.1, 0.2, -0.2], [-0.2, -0.3, 0.5], [0.1, 0.0, -0.4], [-0.1, 0.0, 0.0], [-0.1, 0.1, 0.3], [-0.1, -0.2, -0.2], [-0.1, -0.1, 0.0], [0.1, 0.2, -0.2], [-0.4, -0.3, 0.1], [0.3, 0.2, 0.1], [0.2, 0.2, 0.2], [-0.1, -0.1, -0.2], [0.3, 0.1, -0.1], [-0.2, 0.0, 0.1], [-0.1, -0.1, -0.1], [-0.1, -0.1, -0.2], [0.1, 0.0, -0.1], [0.1, 0.0, 0.0], [0.0, 0.0, 0.1], [-0.2, 0.0, 0.1], [-0.1, 0.0, 0.0], [0.1, 0.0, 0.0], [-0.1, 0.0, 0.1], [-0.1, 0.0, 0.0], [0.0, 0.0, 0.1], [0.3, 0.0, -0.3], [0.0, 0.3, 0.2], [0.0, 0.0, -0.1], [0.1, 0.0, 0.0], [0.0, -0.1, 0.1], [0.0, 0.1, 0.0], [0.0, 0.0, 0.0], [0.0, 0.0, 0.0], [0.0, 0.0, 0.0], [0.0, -0.1, 0.0], [0.0, -0.1, 0.0], [0.1, 0.0, 0.0], [0.0, 0.0, 0.0], [0.1, -0.1, 0.0], [-0.1, 0.1, -0.1], [0.0, 0.1, -0.1], [0.1, 0.0, 0.0]]
}

[2]
{
  "formula": "C18H48InN6O2P2",
  "method": "ωB97M-V with the def2-TZVPD basis set",
  "multiplicity": 1,
  "total_charge": -1,
  "species": ["C", "C", "In", "C", "C", "C", "C", "H", "H", "H", "H", "H", "H", "H", "H", "H", "H", "H", "H", "O", "P", "N", "C", "C", "N", "C", "C", "N", "C", "C", "H", "H", "H", "H", "H", "H", "H", "H", "H", "H", "H", "H", "H", "H", "H", "H", "H", "H", "O", "P", "N", "C", "C", "N", "C", "C", "N", "C", "C", "H", "H", "H", "H", "H", "H", "H", "H", "H", "H", "H", "H", "H", "H", "H", "H", "H", "H"],
  "coordinates": [[-1.0041, 7.4757, -3.1106], [-0.9889, 6.3222, -3.7680], [-0.9897, 4.1936, -4.6428], [-1.8521, 2.8420, -3.0138], [-0.7478, 2.2866, -1.9796], [0.2327, 3.4033, -1.3617], [1.7116, 2.7398, -1.2044], [-1.1454, 8.2236, -2.2415], [-1.9555, 4.1174, -6.1799], [0.7335, 3.6485, -4.8924], [-2.4684, 1.9851, -3.5067], [-2.5861, 3.5186, -2.4121], [-0.1991, 1.3865, -2.4623], [-1.3411, 1.8380, -1.0795], [0.3655, 4.3437, -2.0019], [-0.0700, 3.7644, -0.3027], [1.9306, 2.6029, -0.0718], [1.7975, 1.6888, -1.6766], [2.5272, 3.4192, -1.6543], [-1.8266, -3.6402, -0.9230], [-1.4442, -3.3354, -2.3851], [-2.7138, -2.2394, -2.6299], [-4.0285, -2.4230, -3.1930], [-2.6079, -0.9487, -1.9569], [-1.6858, -4.9494, -2.9322], [-3.0040, -5.5230, -3.1616], [-0.8997, -5.9215, -2.1632], [-0.9276, -2.9776, -4.0565], [0.1673, -2.0086, -4.1085], [-1.7144, -2.9218, -5.2639], [-4.2561, -1.6031, -3.8832], [-4.8056, -2.4428, -2.4175], [-4.1404, -3.3280, -3.7794], [-2.2509, -0.1878, -2.6583], [-1.9055, -0.9877, -1.1217], [-3.5670, -0.6136, -1.5467], [-3.7223, -5.2444, -2.3810], [-2.9727, -6.6167, -3.2085], [-3.3941, -5.2287, -4.1357], [-1.3826, -6.1788, -1.2147], [0.0951, -5.5207, -1.9311], [-0.7440, -6.8396, -2.7350], [-0.2038, -0.9792, -4.0397], [0.7500, -2.1118, -5.0298], [0.8611, -2.1739, -3.2774], [-2.2023, -1.9486, -5.3967], [-2.4716, -3.7031, -5.3178], [-1.0690, -3.0874, -6.1338], [1.5611, 2.5738, 6.2983], [1.7277, 1.7446, 5.0098], [1.3382, 0.2679, 5.7502], [2.1782, -0.7593, 6.3142], [-0.0562, 0.0681, 6.1265], [3.3980, 2.1103, 4.8220], [4.4436, 1.4893, 5.6224], [3.6518, 3.5563, 4.7933], [1.8819, 0.8412, 3.4788], [0.6875, 0.9513, 2.6414], [2.5783, -0.3927, 3.2119], [1.8255, -1.7466, 5.9950], [2.1738, -0.7330, 7.4120], [3.2141, -0.7116, 5.9984], [-0.5637, -0.5498, 5.3776], [-0.5933, 1.0165, 6.1958], [-0.1567, -0.4233, 7.1009], [4.1619, 1.3967, 6.6784], [5.3824, 2.0510, 5.5776], [4.7054, 0.5071, 5.2291], [3.6785, 3.9864, 5.7997], [2.8675, 4.0777, 4.2302], [4.5981, 3.7781, 4.2944], [-0.0837, 0.2337, 2.9471], [0.9225, 0.7873, 1.5849], [0.2621, 1.9575, 2.7161], [1.9737, -1.2731, 3.4625], [3.5339, -0.4656, 3.7298], [2.8244, -0.4553, 2.1461]],
  "forces_ev_per_angstrom": [[-0.3, -5.4, -1.7], [-0.1, 6.2, 3.6], [0.1, -0.3, 0.0], [-0.4, 0.2, 0.8], [-1.5, -0.1, 0.4], [1.3, -0.7, -0.1], [0.2, 0.1, 0.8], [0.4, -1.5, -2.2], [0.3, 0.1, 0.5], [-0.4, 0.3, 0.1], [1.0, 1.3, 1.0], [1.0, -1.2, -1.0], [-0.5, 1.7, 0.8], [1.1, 0.5, -1.3], [-0.6, -1.5, 0.7], [0.1, -0.7, -1.8], [-0.1, 0.2, -1.8], [-0.2, 1.8, 0.6], [-1.2, -1.1, 0.7], [3.6, 1.4, 0.3], [-6.7, -2.3, -1.8], [-1.4, 0.9, 0.0], [-0.2, -0.2, 0.0], [0.6, 0.1, -0.1], [-0.1, -2.1, -0.5], [-0.4, 0.4, 0.0], [0.4, 0.4, 0.1], [5.3, 0.8, 0.8], [-0.2, 0.0, 0.0], [-0.8, -0.1, 0.5], [0.0, 0.1, 0.1], [-0.1, 0.0, 0.0], [0.2, -0.1, 0.1], [-0.1, 0.2, 0.1], [0.0, 0.0, 0.0], [0.0, -0.2, -0.1], [-0.1, -0.1, 0.0], [0.3, 0.1, 0.2], [-0.2, 0.2, 0.0], [0.1, 0.0, 0.1], [-0.1, 0.0, 0.0], [-0.1, 0.1, -0.2], [0.2, 0.2, -0.1], [-0.1, 0.0, 0.0], [0.0, 0.0, 0.0], [-0.1, 0.1, 0.0], [0.0, 0.0, 0.2], [0.3, 0.0, 0.3], [-2.7, 1.5, -2.4], [5.3, -3.8, 3.5], [-0.5, -1.4, 1.1], [0.2, 0.0, 0.1], [-0.1, 0.2, -0.4], [2.0, 0.7, -0.2], [-0.2, -0.4, 0.3], [-0.5, 0.1, -0.2], [-3.0, 3.2, -3.2], [0.1, -0.1, 0.0], [0.2, -0.1, 0.9], [-0.1, 0.0, 0.1], [0.0, 0.0, 0.1], [0.0, 0.2, -0.1], [-0.2, -0.1, 0.1], [0.1, 0.0, 0.0], [0.2, 0.1, 0.0], [0.1, 0.0, 0.1], [-0.3, 0.2, -0.1], [-0.1, -0.2, 0.1], [-0.1, 0.1, 0.0], [0.1, -0.1, 0.1], [0.0, -0.2, 0.0], [-0.2, -0.1, -0.2], [0.0, -0.1, 0.1], [0.0, 0.0, 0.0], [0.0, -0.1, 0.1], [-0.1, 0.1, 0.1], [-0.2, 0.3, 0.0]]
}

[3]
{
  "formula": "CH2NP",
  "method": "ωB97M-V with the def2-TZVPD basis set",
  "multiplicity": 1,
  "total_charge": 0,
  "species": ["C", "N", "P", "H", "H"],
  "coordinates": [[-0.0525, 1.4450, -0.0416], [0.0638, -1.6793, 0.1099], [0.0125, -0.0862, 0.0003], [0.8005, 2.5709, -0.3215], [-0.8243, -2.2502, 0.2529]],
  "forces_ev_per_angstrom": [[3.2, 4.0, -1.0], [-1.6, 1.1, 0.2], [0.4, -2.2, 0.0], [-3.4, -4.2, 1.0], [1.4, 1.3, -0.3]]
}

| no. | electronic energy (hartree) |
| --- | --- |
| 1 | -1956.86478 |
| 2 | -2066.01780 |
| 3 | -435.19722 |